Record 1
Molecular formula: C50H90FN12O3P
Method: DFT, the ωB97M-V functional and the def2-TZVPD basis

charge	0
spin multiplicity	1

```
157
Properties=species:S:1:pos:R:3:lowdin_charge:R:1
C -1.47 3.03 -3.67 -0.050
C -1.24 2.30 -5.01 -0.556
C 0.10 2.68 -5.64 -0.173
C 0.51 1.83 -6.88 -0.174
C 1.10 2.67 -8.04 -0.271
N 0.22 2.65 -9.24 -0.001
O -1.48 0.86 -4.92 0.051
C -0.51 0.16 -4.32 -0.567
O -0.14 -0.89 -4.75 0.173
F 0.05 0.64 -3.20 0.131
P -2.60 2.97 -6.14 0.731
O -3.88 2.79 -5.39 -0.419
H -1.56 4.10 -3.92 0.073
H -2.36 2.66 -3.17 0.095
H -0.58 2.94 -3.04 0.082
H 0.03 3.73 -5.98 0.099
H 0.89 2.68 -4.88 0.122
H 1.28 1.14 -6.55 0.110
H -0.36 1.25 -7.22 0.103
H 1.31 3.71 -7.75 0.097
H 2.06 2.22 -8.32 0.097
H 0.19 3.61 -9.58 0.049
H -0.71 2.39 -8.95 0.031
H -2.29 4.33 -6.09 0.004
H -2.59 2.33 -7.39 0.034
C 0.71 0.14 0.03 -0.100
C 2.12 0.49 0.48 -0.256
C 2.22 0.68 2.00 -0.194
C 1.34 1.78 2.44 -0.238
N 0.66 2.64 2.79 0.143
H 0.00 0.93 0.26 0.075
H 0.68 -0.02 -1.05 0.050
H 0.36 -0.78 0.51 0.069
H 2.44 1.40 -0.03 0.111
H 2.80 -0.30 0.18 0.104
H 3.25 0.92 2.28 0.103
H 1.93 -0.23 2.51 0.081
C -0.20 -2.38 4.39 -0.090
C -0.31 -3.63 3.53 -0.256
C 1.02 -4.39 3.45 -0.174
C 2.05 -3.53 2.85 -0.205
N 2.85 -2.85 2.39 0.175
H 0.50 -1.66 3.97 0.057
H -1.17 -1.88 4.46 0.082
H 0.12 -2.63 5.41 0.046
H -0.65 -3.36 2.53 0.104
H -1.07 -4.30 3.95 0.090
H 0.90 -5.29 2.84 0.099
H 1.35 -4.69 4.44 0.118
C -2.82 -5.47 7.54 -0.109
C -1.59 -6.03 6.84 -0.270
C -0.30 -5.78 7.63 -0.177
C -0.07 -4.34 7.81 -0.220
N 0.11 -3.21 7.94 0.162
H -2.77 -4.39 7.65 0.070
H -3.72 -5.70 6.96 0.075
H -2.94 -5.91 8.53 0.074
H -1.51 -5.58 5.85 0.092
H -1.71 -7.10 6.70 0.057
H 0.56 -6.20 7.10 0.111
H -0.35 -6.25 8.61 0.121
C -4.06 6.40 -10.88 -0.108
C -5.28 5.72 -10.29 -0.254
C -5.31 5.78 -8.76 -0.189
C -4.13 5.11 -8.20 -0.139
N -3.21 4.58 -7.77 0.050
H -3.13 5.92 -10.57 0.060
H -4.09 6.36 -11.97 0.071
H -4.01 7.45 -10.59 0.072
H -5.30 4.67 -10.61 0.113
H -6.19 6.19 -10.68 0.101
H -6.21 5.29 -8.37 0.110
H -5.32 6.82 -8.42 0.093
C -7.23 10.95 -7.05 -0.109
C -6.75 10.71 -8.48 -0.263
C -7.67 9.76 -9.26 -0.180
C -7.73 8.45 -8.61 -0.213
N -7.77 7.42 -8.10 0.173
H -7.23 10.02 -6.47 0.072
H -6.57 11.65 -6.54 0.073
H -8.24 11.37 -7.04 0.078
H -5.74 10.30 -8.45 0.108
H -6.70 11.67 -9.00 0.108
H -7.30 9.64 -10.28 0.116
H -8.68 10.17 -9.32 0.121
C 1.99 0.78 10.81 -0.112
C 2.71 -0.56 10.65 -0.264
C 1.80 -1.76 10.90 -0.195
C 1.27 -1.73 12.27 -0.244
N 0.86 -1.71 13.34 0.132
H 1.63 0.91 11.83 0.067
H 2.67 1.60 10.60 0.070
H 1.14 0.85 10.13 0.077
H 3.56 -0.59 11.34 0.110
H 3.12 -0.62 9.64 0.078
H 2.35 -2.69 10.75 0.113
H 0.96 -1.76 10.20 0.094
C 0.40 -11.06 7.99 -0.111
C -0.79 -11.85 7.46 -0.263
C -1.67 -11.04 6.50 -0.180
C -2.22 -9.86 7.18 -0.209
N -2.65 -8.94 7.71 0.173
H 0.07 -10.19 8.57 0.068
H 1.01 -11.68 8.64 0.073
H 1.03 -10.70 7.17 0.076
H -1.39 -12.20 8.30 0.113
H -0.43 -12.74 6.94 0.108
H -2.50 -11.65 6.13 0.118
H -1.09 -10.71 5.63 0.120
C 5.73 1.99 4.90 -0.106
C 6.58 0.73 4.77 -0.262
C 5.77 -0.56 4.93 -0.185
C 5.14 -0.60 6.26 -0.226
N 4.66 -0.63 7.31 0.154
H 5.28 2.07 5.89 0.071
H 6.34 2.88 4.75 0.073
H 4.93 2.00 4.16 0.064
H 7.38 0.76 5.52 0.112
H 7.07 0.72 3.79 0.094
H 6.42 -1.43 4.82 0.107
H 4.99 -0.62 4.17 0.108
C -1.59 7.52 -4.80 -0.104
C -0.18 7.80 -5.30 -0.258
C -0.14 8.20 -6.78 -0.182
C -0.67 7.12 -7.62 -0.210
N -1.08 6.26 -8.26 0.163
H -2.04 6.67 -5.33 0.052
H -1.57 7.27 -3.74 0.075
H -2.24 8.39 -4.94 0.078
H 0.45 6.92 -5.15 0.108
H 0.26 8.61 -4.71 0.108
H 0.89 8.41 -7.09 0.117
H -0.73 9.10 -6.96 0.119
C -1.75 -5.24 -1.99 -0.105
C -0.46 -4.95 -1.23 -0.259
C -0.08 -6.06 -0.25 -0.186
C -1.13 -6.23 0.77 -0.245
N -1.96 -6.37 1.56 0.154
H -2.60 -5.31 -1.31 0.072
H -1.96 -4.44 -2.70 0.075
H -1.67 -6.18 -2.55 0.077
H -0.56 -4.00 -0.70 0.106
H 0.36 -4.82 -1.95 0.110
H 0.86 -5.82 0.26 0.105
H 0.06 -7.01 -0.77 0.120
C 5.87 -3.88 1.69 -0.136
C 7.16 -4.36 1.04 -0.263
C 8.39 -4.04 1.90 -0.187
C 8.49 -2.58 2.10 -0.234
N 8.56 -1.45 2.25 0.153
H 5.87 -2.80 1.81 0.059
H 5.00 -4.14 1.08 0.057
H 5.73 -4.33 2.68 0.075
H 7.26 -3.89 0.06 0.112
H 7.11 -5.43 0.87 0.107
H 9.30 -4.39 1.42 0.116
H 8.31 -4.52 2.87 0.119
```

Record 2
Molecular formula: C50H96N11O
Method: DFT, the ωB97M-V functional and the def2-TZVPD basis

charge	+1
spin multiplicity	1

```
158
Properties=species:S:1:pos:R:3:lowdin_charge:R:1
C -4.41 4.20 7.03 -0.110
O -5.12 3.51 6.02 -0.184
C -4.24 2.88 5.11 -0.234
C -5.06 1.94 4.22 -0.143
C -4.81 2.14 2.71 -0.183
C -4.00 1.00 2.08 -0.203
C -4.79 0.10 1.14 -0.193
C -5.23 0.83 -0.14 -0.167
C -4.18 0.75 -1.28 -0.159
C -3.76 2.10 -1.85 -0.109
N -2.26 2.30 -1.89 0.071
C -1.66 2.75 -0.58 -0.105
C -0.52 1.87 -0.09 -0.171
C -0.83 0.39 -0.10 -0.193
C 0.28 -0.59 0.38 -0.178
C 1.51 0.01 1.02 -0.287
N 2.46 0.63 0.06 0.014
H -5.14 4.73 7.63 0.092
H -3.71 4.91 6.60 0.087
H -3.86 3.50 7.65 0.056
H -3.48 2.32 5.66 0.119
H -3.75 3.65 4.52 0.115
H -4.83 0.92 4.50 0.108
H -6.10 2.17 4.45 0.115
H -5.78 2.19 2.21 0.103
H -4.33 3.10 2.55 0.094
H -3.20 1.45 1.48 0.068
H -3.49 0.42 2.85 0.113
H -4.17 -0.75 0.87 0.093
H -5.67 -0.26 1.66 0.120
H -6.16 0.40 -0.48 0.112
H -5.40 1.87 0.09 0.090
H -3.34 0.14 -0.98 0.075
H -4.65 0.21 -2.09 0.090
H -4.18 2.92 -1.29 0.075
H -4.11 2.18 -2.87 0.130
H -2.10 3.04 -2.57 0.166
H -1.81 1.47 -2.27 0.163
H -2.47 2.85 0.13 0.113
H -1.27 3.75 -0.75 0.130
H -0.32 2.18 0.93 0.131
H 0.37 2.12 -0.67 0.106
H -1.69 0.25 0.55 0.092
H -1.16 0.05 -1.09 0.078
H -0.19 -1.23 1.12 0.113
H 0.56 -1.22 -0.45 0.086
H 2.05 -0.83 1.45 0.082
H 1.29 0.68 1.84 0.101
H 2.47 1.63 0.22 0.052
H 2.11 0.51 -0.88 0.036
C 3.41 1.89 5.91 -0.140
C 4.45 0.83 5.56 -0.254
C 4.21 0.18 4.19 -0.185
C 2.93 -0.51 4.15 -0.248
N 1.93 -1.08 4.14 0.154
H 2.41 1.46 5.99 0.052
H 3.63 2.36 6.86 0.052
H 3.38 2.67 5.15 0.075
H 4.48 0.06 6.33 0.110
H 5.44 1.30 5.55 0.108
H 4.99 -0.54 3.95 0.119
H 4.22 0.94 3.41 0.117
C 5.44 -1.31 -1.86 -0.106
C 5.33 -1.91 -3.25 -0.260
C 4.27 -1.21 -4.12 -0.181
C 2.94 -1.32 -3.51 -0.227
N 1.91 -1.44 -3.01 0.140
H 4.51 -1.40 -1.30 0.057
H 6.22 -1.81 -1.29 0.075
H 5.69 -0.24 -1.91 0.078
H 5.08 -2.97 -3.17 0.115
H 6.28 -1.84 -3.77 0.089
H 4.23 -1.66 -5.11 0.083
H 4.51 -0.16 -4.24 0.127
C -4.51 8.42 -1.41 -0.100
C -3.66 7.40 -2.15 -0.257
C -4.41 6.09 -2.43 -0.184
C -4.84 5.44 -1.19 -0.237
N -5.17 4.95 -0.21 0.174
H -4.81 8.05 -0.42 0.074
H -3.95 9.34 -1.25 0.078
H -5.41 8.66 -1.97 0.082
H -2.76 7.18 -1.57 0.108
H -3.33 7.82 -3.10 0.111
H -3.77 5.39 -2.98 0.103
H -5.29 6.28 -3.04 0.128
C 6.05 -4.53 -9.25 -0.115
C 5.13 -4.84 -8.07 -0.251
C 4.70 -3.58 -7.30 -0.191
C 5.86 -2.88 -6.75 -0.244
N 6.79 -2.34 -6.35 0.170
H 6.98 -4.08 -8.91 0.060
H 6.30 -5.44 -9.78 0.065
H 5.57 -3.85 -9.96 0.078
H 5.64 -5.52 -7.39 0.115
H 4.23 -5.34 -8.43 0.110
H 4.04 -3.85 -6.48 0.113
H 4.16 -2.89 -7.96 0.122
C -1.81 1.88 9.12 -0.110
C -1.31 3.08 9.91 -0.245
C -0.75 4.21 9.03 -0.179
C 0.40 3.79 8.23 -0.206
N 1.29 3.49 7.56 0.169
H -1.00 1.40 8.57 0.064
H -2.23 1.13 9.79 0.046
H -2.59 2.17 8.41 0.047
H -0.54 2.76 10.61 0.111
H -2.13 3.49 10.50 0.110
H -0.43 5.05 9.65 0.119
H -1.52 4.58 8.35 0.106
C 10.46 -3.58 -9.31 -0.111
C 11.05 -4.71 -10.15 -0.259
C 9.98 -5.69 -10.66 -0.187
C 9.27 -6.32 -9.55 -0.248
N 8.73 -6.82 -8.67 0.154
H 9.98 -3.97 -8.41 0.069
H 11.25 -2.90 -9.00 0.072
H 9.73 -3.01 -9.88 0.074
H 11.79 -5.26 -9.57 0.112
H 11.57 -4.29 -11.01 0.108
H 10.43 -6.47 -11.27 0.118
H 9.25 -5.16 -11.28 0.118
C 1.81 -1.44 11.46 -0.108
C 1.67 -2.29 10.21 -0.259
C 0.80 -1.63 9.14 -0.186
C -0.56 -1.41 9.62 -0.234
N -1.63 -1.23 10.01 0.162
H 0.85 -1.28 11.95 0.071
H 2.47 -1.92 12.19 0.073
H 2.24 -0.46 11.23 0.076
H 1.26 -3.26 10.47 0.112
H 2.66 -2.47 9.78 0.107
H 0.73 -2.26 8.25 0.117
H 1.22 -0.67 8.83 0.116
C -7.33 -0.66 -4.46 -0.107
C -6.39 -1.86 -4.31 -0.268
C -5.37 -1.95 -5.45 -0.194
C -6.01 -2.10 -6.75 -0.241
N -6.52 -2.22 -7.77 0.152
H -7.93 -0.73 -5.37 0.073
H -8.02 -0.62 -3.62 0.073
H -6.78 0.28 -4.49 0.066
H -6.98 -2.78 -4.28 0.118
H -5.86 -1.79 -3.37 0.043
H -4.71 -2.81 -5.29 0.110
H -4.75 -1.05 -5.47 0.111
C -2.45 -5.22 -2.78 -0.101
C -1.71 -3.90 -2.65 -0.252
C -2.15 -3.09 -1.43 -0.171
C -3.58 -2.76 -1.48 -0.203
N -4.69 -2.50 -1.54 0.188
H -3.53 -5.07 -2.91 0.071
H -2.09 -5.78 -3.65 0.076
H -2.30 -5.84 -1.90 0.081
H -1.87 -3.30 -3.56 0.108
H -0.64 -4.08 -2.58 0.110
H -1.58 -2.16 -1.36 0.087
H -1.97 -3.65 -0.51 0.131
```

Calculated total energy (Ha), listed in the same order as above: -3283.08281; -2639.98320
Calculated frontier orbital gap (eV), listed in the same order as above: 9.375; 8.445